Entry 1:
ORCA calculation (ωB97M-V/def2-TZVPD) on C6H8O5Ti as an isolated structure in a non-equilibrium geometry.

Computed properties:
DFT total energy = -39664.370 eV
HOMO level (alpha / beta) = -24.119 / -24.147 eV
Relative energy (zero: lowest compared OMol25 entry of this formula, charge and spin) = 1.944 eV
Largest force on an atom = 0.241 hartree/bohr
Expectation value of S² = 0.755
LUMO energy (alpha / beta) = -17.8082 / -17.5477 eV

```
! RIJCOSX wB97M-V def2-TZVPD def2/J DEFGRID3
* xyz 3 2
Ti -0.74978 0.49296 -1.07662
O -1.86916 -2.43102 -1.62290
C -1.46562 -1.36676 -1.43704
C 0.05126 2.25772 -0.57839
O 0.52317 3.27090 -0.26696
C -2.28211 0.82042 0.19042
O -3.12433 0.97918 1.01532
C 0.79342 0.12147 -2.29161
O 1.70009 -0.09504 -2.97774
H -1.81862 0.76268 -2.42563
H -1.48730 1.55343 -2.23823
C 1.54174 -0.87233 2.29956
C 1.22461 -0.48856 0.87218
O -0.26124 -0.22135 0.94869
H 1.33415 -0.05698 2.96647
H 2.59477 -1.06469 2.28165
H 1.01477 -1.75800 2.59297
H 1.68173 0.43639 0.56044
H 1.35282 -1.28349 0.15449
H -0.75435 -1.05694 1.03292
*
```


Entry 2:
ORCA calculation (ωB97M-V/def2-TZVPD) on a 10-piece molecular cluster, C28H76O10 overall in a non-equilibrium geometry.

Computed properties:
DFT total energy = -50730.351 eV
HOMO level (alpha / beta) = -11.317 / -11.317 eV
Relative energy (zero: lowest compared OMol25 entry of this formula, charge and spin) = 1.130 eV
Largest force on an atom = 0.076 hartree/bohr
Expectation value of S² = 0.754
LUMO energy (alpha / beta) = -2.5623 / -9.2631 eV

```
! RIJCOSX wB97M-V def2-TZVPD def2/J DEFGRID3
* xyz 1 2
C -4.24684 -1.19807 0.76525
O -3.49727 -1.55970 1.79011
H -3.98162 -1.74694 -0.13836
H -5.26365 -1.52956 0.97575
H -4.19007 -0.15938 0.43967
H -2.60052 -1.22422 1.72011
C -2.55684 -1.23590 5.24869
C -2.69918 0.24997 5.19963
C -4.14767 0.63837 5.20523
O -2.05899 0.79497 6.33617
H -3.01867 -1.82998 4.46009
H -2.92606 -1.59547 6.20915
H -1.51296 -1.54012 5.32522
H -2.28913 0.63678 4.26672
H -4.55119 0.04267 6.02401
H -4.70386 0.25613 4.34928
H -4.36953 1.68010 5.43690
H -2.56624 0.43612 7.06797
C 2.16450 3.52504 -7.44358
C 1.33008 3.15452 -6.17763
C 2.04383 2.47418 -5.04953
O 0.65167 4.26344 -5.70703
H 1.56743 3.78720 -8.31701
H 2.58682 2.57520 -7.77150
H 2.94478 4.26521 -7.26632
H 0.55006 2.41018 -6.33778
H 2.99760 2.85673 -4.68613
H 2.34341 1.48766 -5.40329
H 1.40317 2.33495 -4.17875
H 1.33248 4.91572 -5.52633
C 6.95894 1.33434 1.60683
C 5.83128 1.69781 2.65433
C 4.85327 2.82711 2.06976
O 4.94596 0.63211 2.95154
H 6.43735 1.25942 0.65267
H 7.42451 0.37162 1.81781
H 7.69146 2.13972 1.55280
H 6.37570 2.01914 3.54228
H 5.52419 3.63229 1.77031
H 4.26308 3.26420 2.87520
H 4.17464 2.52786 1.27100
H 4.35776 0.91917 3.65384
C -2.42299 2.13018 -4.91715
C -3.57302 1.44626 -5.72560
C -3.28756 -0.01071 -5.70579
O -4.78733 1.69681 -5.13262
H -2.80374 3.03849 -4.45013
H -1.61777 2.40338 -5.59912
H -2.10609 1.58651 -4.02716
H -3.61743 1.94819 -6.69214
H -2.33156 -0.27816 -6.15597
H -3.93964 -0.70372 -6.23741
H -3.30651 -0.36070 -4.67368
H -4.66169 1.27225 -4.28082
C -0.12878 0.97918 -1.06754
C 0.18216 0.03578 0.12227
C 1.21471 0.69329 1.10281
O -1.05078 -0.02740 0.82368
H -0.60445 1.87742 -0.67383
H -0.79975 0.46450 -1.75530
H 0.76411 1.22981 -1.64029
H 0.48395 -0.99749 -0.04906
H 0.83802 1.63878 1.49300
H 2.22206 0.79016 0.69788
H 1.35649 -0.02754 1.90805
H -1.00946 0.58955 1.55802
C 4.16845 -1.68770 -0.14260
C 3.96250 -2.47508 1.19573
C 3.97652 -3.94500 0.94291
O 4.93756 -2.16082 2.17086
H 3.31614 -1.90699 -0.78570
H 5.04455 -1.99521 -0.71355
H 4.10238 -0.60279 -0.06066
H 3.01082 -2.09605 1.56820
H 3.33092 -4.38974 0.18561
H 3.85675 -4.37579 1.93698
H 4.92074 -4.37343 0.60677
H 4.90803 -1.20187 2.13728
C -5.74492 3.65341 -1.46284
C -4.39676 2.89822 -1.53165
C -3.81134 2.53608 -0.20875
O -4.52404 1.60052 -2.09547
H -6.18472 3.88942 -2.43185
H -5.79181 4.55774 -0.85614
H -6.36730 3.02635 -0.82445
H -3.58301 3.45584 -1.99529
H -3.70287 3.42734 0.40931
H -2.88519 1.98321 -0.36588
H -4.44490 1.86094 0.36648
H -5.28854 1.21611 -1.66030
C -1.36918 -2.62673 -2.06383
C -1.51814 -4.16267 -1.92697
C -0.27016 -5.08703 -2.23328
O -1.86748 -4.38859 -0.52867
H -1.35410 -2.30359 -3.10472
H -0.46878 -2.28357 -1.55429
H -2.18941 -2.10661 -1.56907
H -2.37659 -4.38208 -2.56182
H 0.07414 -4.96572 -3.26033
H -0.47679 -6.14218 -2.05418
H 0.55353 -4.77424 -1.59157
H -1.06957 -4.23149 -0.01850
C 1.68144 -3.30947 6.24535
C 2.43789 -2.67123 5.13380
C 1.69704 -1.48719 4.63949
O 3.72164 -2.23122 5.60587
H 0.69094 -3.67645 5.97641
H 1.52341 -2.58391 7.04328
H 2.08154 -4.23963 6.64886
H 2.60987 -3.43070 4.37110
H 2.28067 -0.89176 3.93738
H 1.38914 -0.69085 5.31709
H 0.77461 -1.74725 4.12027
H 4.04776 -1.68595 4.88620
*
```


Entry 3:
ORCA calculation (ωB97M-V/def2-TZVPD) on a 4-piece molecular cluster, C24H56BrN3O6P overall in a non-equilibrium geometry.

Computed properties:
DFT total energy = -121872.922 eV
HOMO level = -10.812 eV
Largest force on an atom = 0.117 hartree/bohr
LUMO energy = -2.6264 eV

```
! RIJCOSX wB97M-V def2-TZVPD def2/J DEFGRID3
* xyz 1 1
C 2.60519 3.49623 1.38857
C 1.83078 2.08934 1.45645
C 1.06529 2.06147 2.90595
C 0.68096 1.89164 0.35049
C 1.02649 0.85401 -0.82603
C 1.62394 -0.55666 -0.33063
N 0.58480 -1.60234 -0.68587
C 1.05546 -3.02199 -0.51168
C 2.56163 -3.18141 0.02218
C 2.71237 -3.02999 1.63665
C 1.57939 -3.79645 2.45848
O 1.74794 -5.00716 2.77261
Br -0.14640 -2.96608 3.04743
N 3.56044 -2.29566 -0.63834
C 4.24875 -2.95244 -1.78757
C 5.76043 -2.38948 -2.04627
C 6.79351 -2.79127 -0.88368
C 8.05785 -1.75965 -1.02378
O 9.34405 -2.41586 -0.90699
C 3.00347 -0.96950 -1.04455
P 4.21428 0.50144 -0.69738
N 4.69675 1.11041 -2.31490
O 5.58798 -0.04621 0.18000
H 2.01210 4.23200 2.05684
H 3.61843 3.35563 1.93242
H 2.71485 3.93936 0.34265
H 2.60041 1.24422 1.51093
H 1.88500 2.16903 3.69238
H 0.54668 1.02563 2.95329
H 0.29148 2.90251 2.90531
H 0.54423 2.92471 -0.15982
H -0.34383 1.68704 0.86938
H 0.02394 0.63740 -1.37110
H 1.68020 1.37879 -1.62073
H 1.67857 -0.56797 0.82585
H 0.27971 -1.47942 -1.66538
H -0.21201 -1.45010 -0.02722
H 1.03535 -3.49827 -1.56842
H 0.26219 -3.57693 0.09149
H 2.85674 -4.28014 -0.19368
H 3.70786 -3.56506 1.88970
H 2.84530 -1.95084 1.98422
H 3.69950 -2.76969 -2.79733
H 4.36380 -4.08500 -1.69873
H 6.11218 -2.95406 -2.99730
H 5.78196 -1.28099 -2.31757
H 6.34580 -2.55091 0.15764
H 7.16521 -3.86857 -0.92144
H 7.95021 -1.21757 -2.04081
H 7.99660 -0.92451 -0.23000
H 9.62780 -2.24848 0.02483
H 2.80420 -0.90496 -2.19153
H 4.35883 2.08573 -2.43491
H 4.15112 0.58135 -3.03106
H 6.31625 0.56144 -0.11747
C -4.45332 0.64577 1.62503
C -3.42720 1.14137 2.63123
C -4.09366 1.86698 3.78889
O -2.51245 2.02462 1.98129
H -5.01503 1.48068 1.19664
H -3.95920 0.13592 0.79175
H -5.15866 -0.04600 2.08971
H -2.84736 0.29530 3.01244
H -4.64305 2.74509 3.43471
H -3.34400 2.22780 4.49856
H -4.78900 1.21053 4.31803
H -3.01556 2.77696 1.64069
C -3.33943 0.79462 -4.49319
C -2.06193 1.24666 -3.80423
C -1.43941 2.43660 -4.51690
O -1.12724 0.16551 -3.77982
H -3.13775 0.47993 -5.52220
H -3.76957 -0.06813 -3.97722
H -4.08184 1.59611 -4.51295
H -2.27896 1.51268 -2.76546
H -1.17182 2.17882 -5.54668
H -0.51596 2.74350 -4.01757
H -2.12503 3.28707 -4.53736
H -0.92849 -0.07773 -4.69441
C -9.57197 1.71890 1.75488
C -8.39868 0.75489 1.67756
C -8.73836 -0.58293 2.31575
O -7.27144 1.32492 2.34195
H -9.84241 1.92200 2.79614
H -9.31006 2.67947 1.30305
H -10.44786 1.31701 1.23920
H -8.11678 0.60226 0.63175
H -8.97990 -0.45948 3.37642
H -7.88258 -1.26188 2.26326
H -9.58923 -1.05361 1.81688
H -7.51078 1.46403 3.26859
*
```